# 1
Density functional theory data (ωB97M-V/def2-TZVPD) for one molecule with the formula C12H22S2 in a non-equilibrium geometry.

As for the SMILES: C1CCC(SSC2CCCCC2)CC1. Its total energy is -34467.421 eV. For the energy above the lowest of the compared OMol25 structures with the same formula, charge and spin, the calculation gives 4.808 eV. The value obtained for the highest occupied orbital energy is -8.63 eV.

```
36
Properties=species:S:1:pos:R:3:forces:R:3:nbo_charge:R:1
C -4.094 -0.460 -0.835 -2.7 -3.0 0.3 -0.433
C -3.685 -1.313 0.476 2.6 0.1 -1.3 -0.407
C -2.508 -0.530 1.127 2.4 -2.0 2.0 -0.450
C -1.532 0.260 0.312 1.6 2.7 -0.6 -0.287
C -2.264 1.285 -0.555 -2.5 0.7 0.6 -0.450
C -3.770 0.921 -0.542 -0.7 5.6 0.9 -0.412
C 2.195 -1.405 0.299 -4.0 7.9 -2.9 -0.253
C 2.101 -0.119 1.241 0.3 -0.1 -1.0 -0.421
C 2.300 1.217 0.349 0.3 -1.8 1.2 -0.412
C 3.794 1.200 -0.049 -0.3 1.8 -2.0 -0.431
C 4.281 -0.075 -0.748 0.5 -1.8 1.4 -0.393
C 3.081 -1.062 -0.870 -1.7 3.6 -1.9 -0.413
H -3.563 -0.932 -1.681 -0.1 0.6 0.2 0.224
H -5.240 -0.486 -1.083 2.0 -0.5 0.5 0.216
H -4.333 -1.246 1.291 -2.0 -0.3 0.7 0.206
H -3.336 -2.416 0.400 -0.9 1.8 -0.6 0.218
H -2.910 0.110 1.978 0.8 -0.6 -1.1 0.218
H -1.693 -1.246 1.587 -2.1 0.7 -0.1 0.231
H -0.876 0.872 1.071 -0.7 -1.5 -1.6 0.228
H -2.331 2.345 -0.240 1.0 -0.5 0.4 0.216
H -2.053 1.358 -1.600 1.0 -0.4 -0.8 0.214
H -4.256 1.339 0.429 0.9 -1.6 -0.7 0.197
H -4.240 1.837 -1.092 0.4 -2.2 -0.5 0.219
H 2.494 -2.160 0.757 3.3 -6.6 4.4 0.175
H 1.237 -0.182 2.014 1.5 0.3 -1.4 0.224
H 3.128 0.024 1.704 -1.4 -1.0 0.5 0.209
H 1.743 1.366 -0.605 -0.2 -0.2 1.2 0.223
H 2.141 1.954 1.134 -0.1 0.8 -0.7 0.216
H 3.818 2.132 -0.692 0.8 -1.0 0.3 0.209
H 4.505 1.341 0.727 0.1 0.6 1.2 0.205
H 5.265 -0.531 -0.198 -2.5 0.9 -1.0 0.190
H 4.571 -0.040 -1.788 0.4 0.8 -0.2 0.217
H 3.449 -1.903 -1.221 1.9 -4.4 -1.7 0.205
H 2.537 -0.680 -1.886 0.4 -0.6 2.7 0.204
S -0.456 -0.611 -1.059 -1.1 0.2 1.5 0.045
S 0.499 -2.162 -0.152 1.0 1.0 0.0 0.051
```
Positions in Å, forces in eV/Å.

---

# 2
Density functional theory data (ωB97M-V/def2-TZVPD) for a 2-piece molecular cluster, C5H12O3 overall in a non-equilibrium geometry.

Its total energy is -11518.864 eV. The net charge is -1. For the energy above the lowest of the compared OMol25 structures with the same formula, charge and spin, the calculation gives 2.594 eV. The value obtained for the highest occupied orbital energy (alpha / beta) is -3.25 / -3.24 eV. As for the spin multiplicity: 2. As for the expectation value of S²: 0.755.

```
20
Properties=species:S:1:pos:R:3:forces:R:3:nbo_charge:R:1
C -0.283 1.928 -2.013 -2.5 -1.4 1.4 -0.102
O 0.280 2.175 -3.154 1.1 1.2 -2.3 -0.315
C -0.383 0.409 -1.766 -0.7 0.7 -1.6 -0.439
C -1.156 -0.104 -0.639 -0.2 -1.7 2.8 -0.410
C -0.279 -0.783 0.493 3.0 3.2 -3.5 -0.403
C 0.545 0.195 1.423 0.4 -1.0 3.0 -0.088
O 0.371 -0.431 2.697 0.5 0.8 -0.3 -0.940
H 0.220 2.386 -1.172 0.2 0.7 0.6 0.198
H -1.342 2.481 -2.056 1.5 -0.9 0.1 0.219
H -0.842 -0.084 -2.628 0.5 0.5 -0.6 0.196
H 0.621 0.073 -1.700 1.1 -0.4 -0.1 0.208
H -1.883 -0.859 -0.985 0.1 0.2 0.1 0.186
H -1.743 0.669 -0.159 -0.2 0.3 0.3 0.191
H 0.505 -1.468 0.056 -1.0 0.4 0.0 0.171
H -0.835 -1.302 1.149 -2.0 -1.7 2.2 0.225
H 0.218 1.232 1.641 -0.7 -0.1 -1.2 0.136
H 1.679 0.380 1.263 -1.3 -0.8 -0.7 0.120
H 1.053 -1.628 2.843 0.1 0.0 -0.2 0.493
H 1.659 -2.708 1.893 0.2 -0.4 -1.5 0.423
O 1.597 -2.563 2.813 0.0 0.1 1.6 -1.070
```
Positions in Å, forces in eV/Å.

---

# 3
Density functional theory data (ωB97M-V/def2-TZVPD) for a 2-piece molecular cluster, C5H14N2O2 overall in a non-equilibrium geometry.

As for the SMILES: CC(=O)NN.CC(C)O. Its total energy is -12486.436 eV. For the energy above the lowest of the compared OMol25 structures with the same formula, charge and spin, the calculation gives 1.892 eV. The value obtained for the highest occupied orbital energy is -9.60 eV.

```
23
Properties=species:S:1:pos:R:3:forces:R:3:nbo_charge:R:1
C 1.133 -0.367 0.182 -1.6 -0.3 1.1 0.068
C 1.757 -1.480 1.022 0.1 0.2 -0.2 -0.630
C 1.320 -0.583 -1.310 0.0 0.2 0.3 -0.630
O 1.692 0.909 0.504 0.1 0.1 0.0 -0.748
H 1.444 1.106 1.417 0.0 0.0 -0.1 0.475
H 0.028 -0.321 0.572 3.0 -0.7 -1.5 0.200
H 1.320 -2.439 0.748 0.0 -0.1 0.0 0.205
H 0.856 -1.516 -1.623 -0.1 0.0 -0.1 0.207
H 1.550 -1.310 2.078 0.1 0.0 0.1 0.208
H 2.835 -1.532 0.871 0.1 0.0 0.0 0.206
H 2.380 -0.634 -1.559 0.1 -0.1 0.1 0.214
H 0.919 0.255 -1.875 -0.2 0.0 0.0 0.210
C -2.194 -0.819 -0.156 -0.4 0.3 0.2 -0.712
N -1.418 1.431 -0.583 -0.1 0.3 0.0 -0.452
C -1.612 0.481 0.351 0.5 0.2 0.9 0.653
N -0.909 2.708 -0.267 0.1 -0.1 0.0 -0.648
O -1.224 0.641 1.521 -1.4 0.3 -0.7 -0.669
H -1.726 1.317 -1.536 -0.1 0.0 0.2 0.392
H 0.112 2.647 -0.256 -0.2 -0.2 0.1 0.373
H -1.201 2.919 0.686 0.0 -0.1 -0.2 0.368
H -3.282 -0.744 -0.116 0.0 -0.1 -0.1 0.241
H -1.879 -1.036 -1.174 0.0 0.0 -0.1 0.224
H -1.901 -1.632 0.503 0.1 0.1 0.0 0.246
```
Positions in Å, forces in eV/Å.

---

# 4
Density functional theory data (ωB97M-V/def2-TZVPD) for a 2-piece molecular cluster, C12H28N3O2 overall.

Its total energy is -21457.804 eV. The net charge is +1. For the energy above the lowest of the compared OMol25 structures with the same formula, charge and spin, the calculation gives 0.327 eV. The value obtained for the highest occupied orbital energy is -13.01 eV.

```
45
Properties=species:S:1:pos:R:3:forces:R:3:nbo_charge:R:1
C -0.059 2.535 0.879 0.1 0.1 0.0 -0.608
C -1.390 1.961 1.376 0.1 0.1 0.0 -0.227
C -2.314 1.700 0.188 0.0 0.1 -0.1 -0.602
C -1.109 0.756 2.310 0.1 0.1 0.0 -0.217
C -0.954 1.234 3.750 0.0 0.0 0.1 -0.612
C -2.134 -0.368 2.271 0.1 0.1 -0.1 -0.071
O -2.099 -1.117 1.052 -0.3 -0.2 0.1 -0.523
C -1.066 -2.005 0.810 0.3 0.1 0.4 0.253
C -0.106 -1.466 -0.265 0.0 0.2 -0.3 -0.262
N 1.228 -1.416 0.377 -0.4 0.3 0.7 -0.564
C 1.099 -1.882 1.635 -0.1 -0.1 0.2 0.686
N 2.110 -1.969 2.485 0.0 0.1 -0.2 -0.748
N -0.152 -2.242 1.965 0.2 -0.6 -0.8 -0.590
H -0.129 3.595 0.633 -0.1 0.0 -0.1 0.231
H 0.268 2.017 -0.028 0.0 0.0 0.0 0.198
H 0.730 2.441 1.629 0.0 0.0 0.1 0.197
H -1.860 2.735 1.990 -0.1 -0.1 0.1 0.208
H -1.799 1.176 -0.619 0.0 -0.1 0.0 0.196
H -3.204 1.127 0.444 0.0 0.0 0.0 0.213
H -2.654 2.650 -0.224 0.0 0.1 0.0 0.225
H -0.138 0.339 2.000 -0.1 -0.1 0.0 0.155
H -0.725 0.415 4.436 0.1 0.0 0.0 0.202
H -0.159 1.974 3.835 0.0 0.0 0.0 0.222
H -1.874 1.702 4.103 0.0 0.0 0.0 0.221
H -3.148 0.025 2.318 0.0 0.0 0.0 0.215
H -2.008 -1.033 3.126 0.0 0.0 0.0 0.180
H -1.499 -2.971 0.553 -0.1 0.1 -0.2 0.201
H -0.396 -0.458 -0.549 -0.1 0.0 -0.1 0.259
H -0.092 -2.078 -1.162 0.2 -0.1 0.0 0.233
H 1.690 -0.512 0.362 0.3 -0.2 -0.4 0.424
H 3.058 -1.943 2.145 0.0 0.1 0.1 0.435
H 1.945 -2.023 3.477 0.0 -0.2 0.0 0.435
H -0.249 -3.134 2.436 -0.1 0.3 0.4 0.431
C 1.051 -1.333 -4.341 0.0 0.0 0.0 -0.632
C 1.156 0.157 -4.070 -0.1 0.1 -0.1 0.092
C 2.459 0.748 -4.573 0.0 0.0 0.0 -0.633
O 0.989 0.425 -2.665 0.1 -0.2 0.2 -0.731
H 1.866 -1.867 -3.840 0.0 0.0 0.0 0.194
H 0.100 -1.725 -3.980 0.0 0.0 0.0 0.211
H 1.125 -1.544 -5.408 0.0 0.0 0.0 0.228
H 0.315 0.672 -4.537 0.0 0.0 0.0 0.185
H 3.309 0.267 -4.080 0.0 0.0 0.0 0.195
H 2.500 1.817 -4.369 0.0 0.0 0.0 0.225
H 2.567 0.594 -5.647 0.0 0.0 0.0 0.225
H 1.751 0.026 -2.228 0.1 0.1 -0.1 0.443
```
Positions in Å, forces in eV/Å.